Record 1
Density functional theory data (ωB97M-V with the def2-TZVPD basis set) for a 10-piece molecular cluster, C69H151N7O13 overall in a non-equilibrium geometry.

Each line ends with the Löwdin charge.
Cartesian coordinates (Å):
C -2.653 5.460 -2.550  -0.23
C -1.266 5.577 -3.208  -0.32
O -0.418 5.969 -2.273  -0.02
O -2.741 4.604 -1.396  -0.06
H -3.231 5.010 -3.358  0.10
H -3.127 6.432 -2.415  0.12
H -1.282 6.261 -4.056  0.13
H -1.061 4.553 -3.521  0.12
H -0.627 5.368 -1.553  0.08
H -2.041 3.954 -1.298  0.08
C -7.710 6.145 3.743  -0.24
C -6.532 5.418 3.153  -0.24
O -7.109 4.345 2.385  -0.08
O -8.643 6.811 2.839  -0.07
H -7.227 6.740 4.518  0.11
H -8.343 5.472 4.322  0.11
H -5.902 4.976 3.926  0.12
H -5.925 6.101 2.559  0.12
H -6.619 4.224 1.569  0.08
H -9.094 6.170 2.284  0.07
C 6.037 -6.944 -4.409  -0.24
C 5.444 -6.140 -5.674  -0.21
O 6.429 -6.137 -6.692  -0.08
O 6.370 -8.256 -4.773  -0.07
H 5.419 -6.947 -3.511  0.11
H 6.973 -6.504 -4.067  0.11
H 5.199 -5.134 -5.336  0.11
H 4.595 -6.705 -6.058  0.11
H 6.828 -7.010 -6.690  0.07
H 7.231 -8.410 -4.377  0.09
C 10.609 0.105 -4.366  0.00
C 10.538 0.021 -5.986  -0.48
C 11.043 1.295 -6.570  -0.16
C 11.337 1.166 -8.110  -0.16
C 12.458 0.154 -8.294  -0.16
C 12.031 -1.232 -7.780  -0.46
N 11.375 -1.106 -6.424  -0.10
O 10.893 -2.383 -5.995  -0.01
C 11.324 -1.983 -8.891  -0.05
C 13.416 -1.959 -7.498  -0.04
C 9.085 -0.214 -6.586  -0.02
H 10.290 -0.869 -3.995  0.07
H 9.958 0.890 -3.980  0.08
H 11.679 0.243 -4.209  0.08
H 10.295 2.084 -6.486  0.12
H 11.953 1.585 -6.046  0.12
H 11.677 2.153 -8.422  0.11
H 10.449 0.926 -8.696  0.11
H 13.404 0.450 -7.842  0.11
H 12.746 0.155 -9.346  0.12
H 11.876 -2.039 -9.829  0.09
H 11.216 -3.009 -8.538  0.08
H 10.291 -1.762 -9.158  0.07
H 13.333 -2.925 -6.999  0.07
H 13.967 -2.292 -8.378  0.08
H 14.033 -1.468 -6.746  0.08
H 8.541 0.611 -7.045  0.08
H 8.485 -0.527 -5.731  0.07
H 9.010 -0.952 -7.385  0.06
H 10.050 -2.478 -6.445  0.07
C -0.480 10.223 6.381  -0.08
C 0.373 10.229 5.125  -0.56
C 0.840 11.679 5.256  -0.11
C 2.109 11.903 4.309  -0.16
C 3.204 10.922 4.662  -0.14
C 2.614 9.458 4.597  -0.53
N 1.372 9.260 5.302  -0.13
O 0.847 7.976 5.334  0.02
C 2.559 9.031 3.180  -0.03
C 3.629 8.727 5.426  -0.07
C -0.591 9.983 3.984  -0.03
H -1.156 11.076 6.430  0.09
H 0.066 10.087 7.315  0.09
H -1.136 9.353 6.373  0.08
H 0.045 12.389 5.031  0.12
H 1.127 11.940 6.275  0.12
H 2.663 12.777 4.653  0.10
H 1.848 11.955 3.252  0.11
H 3.532 11.091 5.688  0.12
H 3.991 11.052 3.919  0.13
H 3.583 9.069 2.806  0.09
H 2.073 8.067 3.035  0.09
H 1.973 9.730 2.583  0.08
H 3.359 7.672 5.380  0.08
H 4.664 8.589 5.111  0.08
H 3.809 8.971 6.473  0.09
H -1.674 9.925 4.089  0.08
H -0.468 9.020 3.488  0.09
H -0.600 10.914 3.417  0.08
H 0.380 7.878 6.167  0.10
C 1.921 5.326 14.663  -0.02
C 2.238 4.551 13.342  -0.48
C 3.116 3.364 13.781  -0.13
C 3.049 2.044 13.067  -0.19
C 2.669 2.302 11.644  -0.16
C 1.288 3.008 11.570  -0.46
N 1.088 4.006 12.667  -0.15
O 0.118 4.890 12.411  0.00
C 1.030 3.558 10.185  -0.05
C 0.202 1.824 11.768  -0.03
C 3.025 5.490 12.363  -0.02
H 2.513 5.125 15.556  0.08
H 0.966 5.006 15.081  0.08
H 1.763 6.391 14.493  0.08
H 4.141 3.708 13.645  0.12
H 3.091 3.354 14.871  0.10
H 2.559 1.216 13.580  0.11
H 4.045 1.630 12.910  0.11
H 2.502 1.302 11.243  0.12
H 3.502 2.786 11.134  0.12
H 1.822 4.250 9.896  0.08
H 1.264 2.747 9.495  0.08
H -0.020 3.834 10.080  0.09
H -0.672 2.333 12.174  0.07
H 0.049 1.103 10.965  0.08
H 0.344 1.199 12.650  0.06
H 2.433 6.384 12.169  0.07
H 3.388 4.976 11.473  0.07
H 3.898 5.866 12.897  0.08
H 0.471 5.700 12.037  0.09
C -11.426 -1.963 -1.926  -0.04
C -10.661 -0.789 -1.273  -0.42
C -10.230 0.316 -2.416  -0.12
C -11.261 1.338 -2.929  -0.18
C -11.907 2.163 -1.777  -0.10
C -12.479 1.092 -0.753  -0.43
N -11.454 0.044 -0.338  -0.18
O -11.755 -0.606 0.844  -0.02
C -13.006 1.951 0.452  -0.05
C -13.708 0.195 -1.165  -0.04
C -9.381 -1.238 -0.488  -0.03
H -10.680 -2.741 -2.087  0.07
H -11.625 -1.838 -2.991  0.07
H -12.234 -2.334 -1.296  0.08
H -9.243 0.736 -2.222  0.10
H -10.080 -0.251 -3.334  0.10
H -11.974 0.919 -3.639  0.11
H -10.538 1.986 -3.425  0.10
H -12.783 2.687 -2.160  0.11
H -11.150 2.765 -1.275  0.11
H -12.127 2.548 0.694  0.07
H -13.837 2.600 0.174  0.08
H -13.323 1.452 1.368  0.07
H -14.499 0.839 -1.550  0.07
H -13.468 -0.546 -1.927  0.05
H -14.188 -0.347 -0.350  0.08
H -8.458 -1.042 -1.034  0.07
H -9.298 -2.280 -0.179  0.07
H -9.313 -0.632 0.416  0.07
H -11.288 -0.001 1.424  0.10
C -3.284 -3.438 -9.780  -0.02
C -4.713 -2.769 -9.470  -0.44
C -5.831 -3.830 -9.106  -0.12
C -5.633 -4.375 -7.671  -0.17
C -5.544 -3.166 -6.700  -0.11
C -4.449 -2.080 -7.051  -0.54
N -4.546 -1.734 -8.481  -0.15
O -3.644 -0.763 -8.924  -0.01
C -4.727 -0.743 -6.354  -0.03
C -3.196 -2.674 -6.671  -0.06
C -5.259 -2.041 -10.761  -0.04
H -3.122 -4.456 -9.424  0.07
H -2.452 -2.766 -9.574  0.07
H -3.289 -3.431 -10.870  0.06
H -6.852 -3.458 -9.190  0.11
H -5.843 -4.613 -9.864  0.11
H -4.766 -5.031 -7.598  0.10
H -6.381 -5.091 -7.330  0.10
H -5.497 -3.353 -5.627  0.11
H -6.481 -2.616 -6.783  0.11
H -3.838 -0.115 -6.421  0.08
H -5.535 -0.115 -6.730  0.09
H -4.894 -0.893 -5.287  0.08
H -3.231 -2.875 -5.600  0.10
H -2.803 -3.468 -7.306  0.08
H -2.483 -1.851 -6.721  0.09
H -5.859 -1.150 -10.574  0.07
H -5.980 -2.624 -11.334  0.08
H -4.440 -1.562 -11.299  0.07
H -4.165 0.029 -9.075  0.11
C 0.119 -12.033 -2.479  -0.03
C 1.141 -11.918 -1.294  -0.51
C 0.801 -10.622 -0.559  -0.19
C 1.422 -10.379 0.754  -0.20
C 1.015 -11.499 1.729  -0.12
C 1.390 -12.894 1.109  -0.48
N 0.919 -12.973 -0.303  -0.14
O 1.131 -14.236 -0.796  0.00
C 2.910 -13.138 1.255  -0.03
C 0.596 -13.957 1.905  -0.04
C 2.504 -11.838 -1.937  -0.02
H 0.343 -12.789 -3.231  0.08
H 0.051 -11.110 -3.056  0.08
H -0.812 -12.186 -1.933  0.08
H 0.791 -9.668 -1.085  0.13
H -0.243 -10.707 -0.257  0.12
H 0.992 -9.459 1.147  0.12
H 2.509 -10.366 0.665  0.11
H -0.065 -11.571 1.850  0.12
H 1.654 -11.267 2.582  0.12
H 3.564 -12.493 0.668  0.07
H 3.005 -13.114 2.340  0.08
H 3.235 -14.161 1.071  0.08
H 0.911 -14.918 1.499  0.07
H 0.759 -13.902 2.981  0.09
H -0.480 -13.920 1.740  0.08
H 2.516 -12.407 -2.867  0.08
H 3.304 -12.161 -1.271  0.07
H 2.680 -10.792 -2.190  0.09
H 0.252 -14.617 -0.737  0.11
C 3.169 0.662 1.440  -0.02
C 2.283 0.669 0.218  -0.58
C 2.477 -0.661 -0.536  -0.12
C 1.784 -1.928 0.001  -0.19
C 0.350 -1.546 0.394  -0.12
C 0.095 -0.149 1.165  -0.39
N 0.939 0.952 0.562  -0.11
O 0.810 2.166 1.227  0.00
C -1.476 0.096 1.018  -0.04
C 0.209 -0.353 2.715  -0.06
C 2.766 1.700 -0.736  -0.05
H 4.222 0.473 1.232  0.10
H 2.877 -0.078 2.185  0.08
H 3.056 1.596 1.990  0.08
H 2.037 -0.564 -1.529  0.12
H 3.559 -0.766 -0.619  0.12
H 2.285 -2.385 0.854  0.10
H 1.741 -2.840 -0.594  0.11
H -0.235 -2.382 0.776  0.12
H -0.034 -1.325 -0.601  0.10
H -2.134 -0.439 1.703  0.08
H -1.640 1.148 1.252  0.07
H -1.856 0.008 0.001  0.07
H -0.401 -1.190 3.056  0.08
H 1.152 -0.782 3.053  0.05
H 0.198 0.564 3.303  0.08
H 2.535 2.749 -0.554  0.09
H 2.302 1.640 -1.721  0.09
H 3.855 1.723 -0.784  0.09
H 1.576 2.101 1.801  0.06

E (hartree): -4080.2497
Total charge: 0
SMILES: CC1(C)CCCC(C)(C)N1O.CC1(C)CCCC(C)(C)N1O.CC1(C)CCCC(C)(C)N1O.CC1(C)CCCC(C)(C)N1O.CC1(C)CCCC(C)(C)N1O.CC1(C)CCCC(C)(C)N1O.CC1(C)CCCC(C)(C)N1O.OCCO.OCCO.OCCO
Max |F| (eV Å⁻¹): 4.26
E_HOMO (eV): -7.7
Gap between HOMO and LUMO (eV): 7.869
Molar mass (g mol⁻¹): 1287.00

Record 2
Density functional theory data (ωB97M-V with the def2-TZVPD basis set) for a 15-piece molecular cluster, C69H169N15O7 overall in a non-equilibrium geometry.

Each line ends with the Löwdin charge.
Cartesian coordinates (Å):
C 7.103 3.154 -3.586  -0.08
C 6.002 3.857 -2.800  -0.26
N 6.161 3.771 -1.342  -0.16
C 5.131 4.565 -0.665  -0.25
C 5.277 6.066 -0.918  -0.08
C 6.002 2.372 -0.927  -0.26
C 6.592 2.100 0.443  -0.09
H 6.923 3.279 -4.655  0.07
H 7.114 2.082 -3.395  0.05
H 8.067 3.594 -3.338  0.08
H 6.062 4.914 -3.066  0.10
H 4.996 3.550 -3.121  0.09
H 4.137 4.228 -0.993  0.10
H 5.271 4.456 0.410  0.10
H 6.254 6.469 -0.648  0.08
H 5.104 6.353 -1.956  0.05
H 4.554 6.592 -0.290  0.06
H 6.523 1.696 -1.604  0.10
H 4.956 2.029 -0.963  0.11
H 6.119 2.584 1.301  0.06
H 7.650 2.358 0.524  0.08
H 6.544 1.036 0.690  0.06
C 4.383 0.114 -7.910  -0.06
C 4.076 1.394 -7.108  -0.25
N 3.209 1.123 -5.963  -0.19
C 3.434 2.146 -4.933  -0.24
C 2.575 1.901 -3.705  -0.09
C 1.823 0.878 -6.349  -0.24
C 1.040 2.119 -6.775  -0.07
H 3.523 -0.270 -8.454  0.06
H 4.624 -0.610 -7.127  0.05
H 5.259 0.244 -8.541  0.07
H 5.005 1.823 -6.728  0.11
H 3.658 2.186 -7.750  0.11
H 4.476 2.128 -4.617  0.09
H 3.208 3.132 -5.366  0.11
H 2.744 0.893 -3.321  0.04
H 2.813 2.655 -2.953  0.06
H 1.509 1.931 -3.939  0.06
H 1.297 0.422 -5.505  0.09
H 1.811 0.127 -7.137  0.11
H -0.028 1.888 -6.797  0.06
H 1.370 2.544 -7.721  0.07
H 1.122 2.890 -6.004  0.05
C 3.325 -4.642 -2.292  -0.07
C 3.578 -3.159 -2.573  -0.25
N 3.480 -2.865 -3.994  -0.18
C 2.164 -3.061 -4.610  -0.22
C 1.040 -2.252 -3.949  -0.09
C 3.991 -1.541 -4.384  -0.26
C 5.489 -1.328 -4.110  -0.07
H 3.424 -4.821 -1.219  0.05
H 4.096 -5.234 -2.783  0.08
H 2.310 -4.914 -2.578  0.06
H 2.846 -2.573 -1.999  0.10
H 4.619 -2.944 -2.336  0.11
H 2.211 -2.795 -5.663  0.11
H 1.902 -4.116 -4.513  0.10
H 0.226 -2.166 -4.673  0.07
H 0.644 -2.666 -3.019  0.06
H 1.324 -1.235 -3.668  0.04
H 3.455 -0.770 -3.815  0.08
H 3.801 -1.373 -5.442  0.08
H 5.674 -1.291 -3.039  0.06
H 5.787 -0.420 -4.634  0.06
H 6.033 -2.160 -4.562  0.08
C -3.721 -6.073 3.183  -0.06
C -2.602 -5.555 4.075  -0.27
N -3.017 -4.370 4.809  -0.16
C -1.840 -3.570 5.165  -0.23
C -1.216 -2.812 3.991  -0.06
C -3.770 -4.729 6.014  -0.24
C -4.503 -3.548 6.625  -0.07
H -3.425 -6.897 2.531  0.07
H -4.073 -5.284 2.516  0.05
H -4.561 -6.362 3.818  0.06
H -2.252 -6.396 4.698  0.11
H -1.747 -5.380 3.418  0.09
H -1.085 -4.167 5.699  0.12
H -2.146 -2.811 5.888  0.09
H -0.439 -2.139 4.359  0.05
H -1.920 -2.156 3.470  0.06
H -0.814 -3.508 3.252  0.05
H -4.556 -5.392 5.649  0.11
H -3.135 -5.179 6.790  0.12
H -5.089 -3.043 5.854  0.05
H -5.188 -3.825 7.423  0.08
H -3.796 -2.798 6.984  0.04
C -6.342 -4.673 0.075  -0.08
C -5.692 -3.565 0.892  -0.26
N -5.702 -2.221 0.288  -0.20
C -4.798 -2.163 -0.882  -0.24
C -4.150 -0.787 -0.951  -0.09
C -7.043 -1.751 -0.136  -0.25
C -7.980 -1.572 1.055  -0.07
H -7.402 -4.522 -0.138  0.07
H -6.288 -5.598 0.654  0.08
H -5.879 -4.851 -0.898  0.08
H -6.157 -3.551 1.881  0.10
H -4.636 -3.777 1.063  0.10
H -4.015 -2.923 -0.833  0.11
H -5.386 -2.372 -1.784  0.12
H -4.882 0.013 -1.049  0.06
H -3.581 -0.536 -0.054  0.06
H -3.453 -0.834 -1.788  0.06
H -7.509 -2.503 -0.783  0.10
H -6.904 -0.814 -0.672  0.11
H -8.944 -1.177 0.738  0.08
H -7.522 -0.943 1.815  0.06
H -8.166 -2.534 1.536  0.07
C 2.051 -3.348 1.837  -0.07
C 2.322 -4.132 3.111  -0.23
N 2.496 -5.589 2.950  -0.20
C 3.551 -5.931 2.003  -0.24
C 3.378 -7.347 1.449  -0.08
C 2.613 -6.248 4.250  -0.25
C 1.495 -5.902 5.223  -0.09
H 1.911 -2.301 2.112  0.05
H 1.116 -3.715 1.410  0.05
H 2.850 -3.398 1.097  0.06
H 3.197 -3.732 3.642  0.12
H 1.445 -3.939 3.731  0.08
H 3.582 -5.259 1.151  0.08
H 4.535 -5.944 2.498  0.12
H 3.489 -8.107 2.219  0.07
H 2.447 -7.419 0.889  0.05
H 4.135 -7.535 0.681  0.07
H 3.574 -6.032 4.736  0.13
H 2.455 -7.311 4.056  0.10
H 1.511 -6.673 5.996  0.08
H 0.536 -6.006 4.705  0.05
H 1.561 -4.933 5.715  0.07
C -1.914 2.075 -0.220  -0.06
C -1.085 1.094 -1.015  -0.23
N 0.020 0.533 -0.226  -0.17
C -0.483 -0.546 0.664  -0.21
C -1.064 -1.795 -0.032  -0.06
C 1.077 -0.015 -1.081  -0.24
C 2.406 -0.128 -0.341  -0.06
H -2.236 2.953 -0.782  0.05
H -1.314 2.568 0.559  0.06
H -2.739 1.687 0.378  0.05
H -1.662 0.302 -1.498  0.08
H -0.645 1.635 -1.860  0.10
H 0.364 -0.796 1.307  0.09
H -1.202 -0.140 1.381  0.09
H -1.846 -2.237 0.579  0.07
H -1.345 -1.608 -1.066  0.06
H -0.230 -2.499 -0.135  0.05
H 1.261 0.720 -1.866  0.08
H 0.846 -0.973 -1.551  0.08
H 3.219 -0.478 -0.978  0.06
H 2.428 -0.745 0.559  0.05
H 2.671 0.885 -0.020  0.06
C -0.350 4.203 -3.308  -0.07
C -0.531 5.569 -2.603  -0.26
N 0.700 6.200 -2.156  -0.19
C 0.392 7.465 -1.512  -0.25
C 1.609 8.066 -0.793  -0.08
C 1.714 6.312 -3.201  -0.24
C 1.284 7.059 -4.474  -0.07
H 0.551 3.767 -2.868  0.04
H -0.252 4.209 -4.392  0.07
H -1.181 3.566 -3.006  0.05
H -1.089 6.218 -3.294  0.11
H -1.163 5.355 -1.739  0.10
H -0.334 7.213 -0.735  0.11
H 0.007 8.240 -2.190  0.11
H 2.092 7.230 -0.277  0.06
H 1.302 8.728 0.019  0.07
H 2.316 8.587 -1.433  0.07
H 2.558 6.908 -2.850  0.09
H 2.137 5.338 -3.454  0.10
H 0.349 6.681 -4.886  0.06
H 1.117 8.114 -4.228  0.07
H 2.088 7.116 -5.208  0.07
C -5.523 1.708 1.643  0.02
C -5.057 0.884 2.832  -0.54
O -4.726 1.407 3.891  0.01
N -5.156 -0.439 2.676  0.04
C -4.837 -1.302 3.798  -0.06
H -6.211 2.450 2.047  0.09
H -5.996 1.111 0.865  0.07
H -4.722 2.255 1.146  0.05
H -5.363 -0.885 1.782  0.08
H -4.736 -2.333 3.453  0.07
H -5.603 -1.301 4.573  0.09
H -3.861 -1.073 4.227  0.06
C -4.325 5.036 0.159  0.00
C -5.243 6.205 -0.088  -0.55
O -5.156 6.884 -1.099  0.03
N -6.181 6.454 0.860  0.00
C -7.161 7.515 0.744  -0.07
H -4.530 4.577 1.126  0.07
H -3.275 5.318 0.110  0.08
H -4.519 4.326 -0.645  0.07
H -6.056 6.010 1.752  0.13
H -6.857 8.324 0.088  0.08
H -7.356 7.924 1.734  0.08
H -8.087 7.083 0.357  0.08
C -0.203 -5.848 0.211  0.00
C -0.568 -7.083 0.997  -0.56
O -1.469 -7.815 0.588  0.01
N 0.046 -7.270 2.181  0.02
C -0.290 -8.419 2.998  -0.07
H -0.590 -5.880 -0.803  0.08
H 0.881 -5.733 0.139  0.06
H -0.662 -5.003 0.730  0.07
H 0.713 -6.582 2.543  0.09
H -1.044 -9.076 2.575  0.08
H -0.698 -8.102 3.960  0.07
H 0.621 -9.014 3.103  0.08
C -4.052 4.287 -3.698  0.01
C -3.788 2.810 -3.859  -0.56
O -4.023 2.019 -2.960  0.04
N -3.204 2.477 -5.035  0.01
C -2.679 1.171 -5.363  -0.07
H -3.145 4.882 -3.601  0.07
H -4.700 4.389 -2.833  0.07
H -4.587 4.696 -4.559  0.09
H -3.058 3.168 -5.749  0.13
H -2.826 0.986 -6.429  0.08
H -3.256 0.394 -4.862  0.08
H -1.617 1.057 -5.134  0.07
C 2.341 4.381 2.926  0.01
C 1.722 3.060 2.526  -0.53
O 1.724 2.121 3.315  0.00
N 1.254 2.967 1.272  0.04
C 1.293 3.936 0.203  -0.07
H 3.258 4.500 2.344  0.08
H 2.651 4.321 3.968  0.09
H 1.650 5.222 2.887  0.09
H 0.896 2.048 1.020  0.10
H 1.503 3.393 -0.719  0.07
H 2.035 4.723 0.319  0.06
H 0.346 4.460 0.055  0.07
C -2.863 0.176 7.242  0.02
C -1.805 0.137 6.138  -0.54
O -0.702 -0.334 6.374  0.02
N -2.152 0.771 4.996  0.02
C -1.245 1.039 3.915  -0.07
H -3.784 0.636 6.880  0.08
H -2.537 0.698 8.138  0.08
H -3.030 -0.864 7.528  0.06
H -3.130 1.013 4.857  0.07
H -0.619 0.192 3.631  0.07
H -0.547 1.847 4.168  0.08
H -1.787 1.444 3.060  0.08
C 4.596 0.202 2.805  -0.01
C 4.035 -0.640 3.927  -0.57
O 4.667 -1.615 4.336  0.01
N 2.832 -0.279 4.376  0.03
C 2.116 -1.025 5.399  -0.06
H 3.939 1.036 2.540  0.06
H 4.695 -0.388 1.894  0.08
H 5.547 0.660 3.071  0.08
H 2.287 0.415 3.871  0.08
H 1.829 -2.025 5.083  0.06
H 1.299 -0.415 5.784  0.06
H 2.760 -1.088 6.281  0.09

E (hartree): -4078.4684
Total charge: 0
Max |F| (eV Å⁻¹): 1.55
E_HOMO (eV): -8.2
Gap between HOMO and LUMO (eV): 8.506
Molar mass (g mol⁻¹): 1321.21